1.
{"formula": "C19H21N3O3S", "method": "ωB97M-V/def2-TZVPD", "elements": ["C", "N", "C", "C", "C", "C", "C", "N", "S", "O", "O", "C", "C", "C", "C", "C", "C", "C", "C", "O", "N", "C", "C", "C", "C", "C", "H", "H", "H", "H", "H", "H", "H", "H", "H", "H", "H", "H", "H", "H", "H", "H", "H", "H", "H", "H", "H"], "coordinates": [[-2.63, -3.20, -1.19], [-3.00, -2.23, -0.19], [-4.22, -2.59, 0.51], [-2.70, -0.89, -0.41], [-2.85, 0.04, 0.63], [-2.50, 1.37, 0.46], [-1.97, 1.81, -0.74], [-1.60, 3.16, -0.88], [-0.51, 3.79, 0.23], [-1.14, 3.89, 1.51], [0.02, 4.97, -0.38], [0.74, 2.51, 0.28], [0.61, 1.49, 1.21], [1.47, 0.41, 1.17], [2.43, 0.42, 0.18], [2.59, 1.45, -0.75], [1.71, 2.51, -0.71], [3.75, 1.10, -1.62], [4.22, -0.25, -1.06], [5.14, -0.93, -1.44], [3.38, -0.56, -0.02], [3.40, -1.74, 0.81], [2.87, -1.37, 2.20], [1.46, -0.76, 2.12], [-1.81, 0.90, -1.78], [-2.17, -0.43, -1.62], [-1.60, -3.05, -1.49], [-3.28, -3.17, -2.08], [-2.72, -4.19, -0.75], [-4.57, -1.77, 1.13], [-4.03, -3.45, 1.14], [-5.02, -2.84, -0.20], [-3.22, -0.27, 1.59], [-2.63, 2.07, 1.27], [-1.32, 3.42, -1.82], [-0.15, 1.58, 1.96], [1.77, 3.35, -1.40], [3.49, 0.99, -2.67], [4.56, 1.83, -1.56], [2.78, -2.52, 0.36], [4.43, -2.10, 0.86], [3.54, -0.64, 2.66], [2.85, -2.26, 2.82], [0.75, -1.51, 1.75], [1.13, -0.45, 3.10], [-1.40, 1.23, -2.72], [-2.05, -1.09, -2.45]], "lowdin_charge": [-0.09, -0.21, -0.07, -0.24, -0.01, -0.04, -0.33, -0.06, 0.66, -0.28, -0.29, -0.27, 0.00, -0.13, -0.12, -0.13, 0.01, 0.00, -0.41, 0.09, 0.03, -0.11, -0.16, -0.13, -0.02, -0.02, 0.09, 0.09, 0.09, 0.07, 0.09, 0.09, 0.11, 0.11, 0.11, 0.12, 0.12, 0.14, 0.14, 0.14, 0.13, 0.13, 0.11, 0.12, 0.12, 0.11, 0.10], "max_force_ha_per_bohr": 0.018, "gap_ev": 8.15, "smiles": "CN(C)c1ccc(NS(=O)(=O)c2cc3c4c(c2)CC(=O)N4CCC3)cc1", "relative_energy_kj_mol": 184.59, "homo_energy_ev": -7.718, "energy_ha": -1524.82343}


2.
{"formula": "C29H55As3CaClN6O4PS", "method": "ωB97M-V/def2-TZVPD", "elements": ["Ca", "C", "C", "C", "C", "C", "C", "C", "S", "O", "O", "N", "C", "C", "O", "O", "H", "H", "H", "H", "H", "H", "H", "H", "H", "C", "As", "C", "C", "C", "C", "C", "As", "C", "C", "C", "As", "C", "C", "H", "H", "H", "H", "H", "H", "H", "H", "H", "H", "H", "H", "H", "H", "H", "H", "H", "H", "H", "H", "H", "H", "H", "H", "H", "H", "H", "Cl", "C", "N", "C", "C", "N", "H", "H", "H", "H", "H", "H", "C", "N", "C", "N", "C", "N", "C", "P", "C", "C", "H", "H", "H", "H", "H", "H", "H", "H", "H", "H", "H", "H", "H"], "coordinates": [[-0.88, 0.53, 0.28], [-2.76, -6.67, -3.60], [-2.76, -5.27, -3.04], [-3.49, -4.98, -1.89], [-3.48, -3.71, -1.35], [-2.74, -2.70, -1.96], [-2.02, -2.97, -3.11], [-2.03, -4.26, -3.64], [-2.75, -1.08, -1.25], [-1.52, -0.45, -1.78], [-3.99, -0.45, -1.66], [-2.53, -1.22, 0.28], [-3.59, -0.93, 1.25], [-3.05, 0.22, 2.11], [-2.88, 0.06, 3.32], [-2.72, 1.27, 1.44], [-3.77, -7.07, -3.66], [-2.17, -7.34, -2.97], [-2.33, -6.69, -4.61], [-4.06, -5.76, -1.40], [-4.02, -3.49, -0.44], [-1.44, -2.18, -3.58], [-1.46, -4.47, -4.54], [-3.79, -1.79, 1.88], [-4.51, -0.62, 0.75], [0.01, -3.58, 0.47], [1.03, -1.91, 0.31], [2.55, -2.46, 1.39], [1.62, -2.31, -1.54], [2.72, -1.53, -2.28], [2.92, -2.28, -3.61], [2.30, -0.10, -2.66], [1.67, 1.22, -1.33], [1.36, 2.62, -2.66], [3.32, 1.94, -0.58], [4.02, -1.56, -1.46], [5.75, -1.41, -2.42], [6.81, -2.00, -0.88], [6.16, 0.50, -2.20], [0.62, -4.44, 0.23], [-0.86, -3.54, -0.19], [-0.36, -3.67, 1.50], [2.98, -3.40, 1.02], [2.18, -2.60, 2.41], [3.31, -1.68, 1.41], [0.69, -2.25, -2.12], [1.91, -3.37, -1.53], [1.96, -2.41, -4.12], [3.34, -3.28, -3.43], [3.59, -1.75, -4.28], [1.46, -0.16, -3.35], [3.12, 0.37, -3.21], [2.23, 2.76, -3.30], [1.12, 3.55, -2.14], [0.50, 2.34, -3.27], [4.07, 2.08, -1.35], [3.69, 1.29, 0.21], [3.07, 2.90, -0.13], [4.10, -2.54, -0.98], [3.99, -0.82, -0.66], [6.67, -3.07, -0.73], [6.52, -1.46, 0.02], [7.87, -1.81, -1.08], [5.57, 1.10, -2.90], [7.21, 0.64, -2.44], [5.97, 0.83, -1.18], [1.72, 0.82, 2.36], [-3.58, 2.52, -3.03], [-3.46, 2.91, -1.63], [-4.63, 2.71, -0.78], [-2.27, 2.87, -1.07], [-1.24, 2.88, -0.54], [-4.38, 3.11, -3.49], [-3.80, 1.46, -3.11], [-2.64, 2.74, -3.55], [-5.41, 3.41, -1.08], [-4.36, 2.88, 0.26], [-4.99, 1.68, -0.88], [0.73, 3.91, 4.74], [0.20, 2.67, 4.10], [-0.67, 1.92, 5.08], [-1.71, 2.76, 5.59], [-1.14, 3.97, 6.17], [-0.33, 4.74, 5.23], [-1.15, 5.29, 4.14], [-2.06, 4.02, 3.11], [-0.55, 2.96, 2.85], [-2.72, 3.05, 4.56], [1.33, 4.44, 4.00], [1.38, 3.60, 5.57], [0.97, 2.04, 3.75], [-0.01, 1.59, 5.89], [-1.09, 1.05, 4.56], [-0.51, 3.69, 7.02], [-1.95, 4.60, 6.54], [-0.50, 5.88, 3.49], [-1.88, 5.98, 4.57], [0.14, 3.42, 2.14], [-0.79, 1.97, 2.48], [-3.11, 2.11, 4.18], [-3.53, 3.62, 5.01]], "lowdin_charge": [0.99, -0.05, -0.27, -0.03, -0.06, -0.29, -0.06, -0.03, 0.52, -0.49, -0.31, -0.31, -0.19, -0.67, 0.00, -0.24, 0.08, 0.08, 0.07, 0.12, 0.12, 0.11, 0.11, 0.11, 0.11, -0.30, 1.06, -0.34, -0.35, -0.68, -0.11, -0.34, 1.07, -0.32, -0.34, -0.37, 1.12, -0.35, -0.36, 0.03, 0.00, 0.03, 0.03, 0.02, -0.01, 0.06, 0.08, 0.08, 0.08, 0.05, 0.08, 0.07, 0.03, 0.01, 0.01, 0.00, -0.02, 0.02, 0.06, 0.05, 0.01, 0.02, 0.01, 0.00, 0.01, 0.01, -0.10, -0.02, -0.16, -0.02, -0.30, 0.11, 0.09, 0.07, 0.09, 0.09, 0.08, 0.08, -0.13, -0.14, -0.11, -0.14, -0.18, -0.15, -0.34, 1.04, -0.36, -0.32, 0.14, 0.14, -0.04, 0.14, 0.13, 0.13, 0.13, 0.08, 0.08, 0.08, 0.01, 0.06, 0.09], "max_force_ha_per_bohr": 0.019, "gap_ev": 8.60, "relative_energy_kj_mol": 60.66, "homo_energy_ev": -8.079, "energy_ha": -10352.29538}


3.
{"formula": "C12H14Cl4N2", "method": "ωB97M-V/def2-TZVPD", "elements": ["C", "C", "C", "N", "C", "C", "H", "H", "H", "H", "H", "C", "C", "C", "N", "C", "C", "H", "H", "H", "H", "H", "Cl", "C", "Cl", "H", "H", "Cl", "C", "Cl", "H", "H"], "coordinates": [[-1.76, -1.29, -1.29], [-2.50, -2.45, -1.30], [-2.47, -3.21, -2.46], [-1.89, -2.82, -3.58], [-1.29, -1.62, -3.61], [-1.22, -0.81, -2.48], [-1.81, -0.62, -0.44], [-2.96, -2.84, -0.40], [-3.02, -4.15, -2.48], [-0.82, -1.41, -4.56], [-0.75, 0.16, -2.57], [1.71, 2.76, 2.84], [2.22, 2.80, 1.55], [1.96, 1.74, 0.70], [1.38, 0.60, 1.13], [0.96, 0.56, 2.39], [1.04, 1.64, 3.27], [1.93, 3.55, 3.55], [2.76, 3.68, 1.25], [2.34, 1.74, -0.31], [0.51, -0.37, 2.71], [0.67, 1.66, 4.29], [1.50, -4.16, 2.13], [1.93, -2.91, 0.97], [3.56, -2.27, 1.24], [1.83, -3.34, -0.02], [1.23, -2.08, 1.00], [-2.41, 2.43, -1.89], [-1.44, 3.07, -0.56], [-0.07, 4.01, -1.17], [-2.09, 3.68, 0.05], [-1.03, 2.24, 0.02]], "lowdin_charge": [-0.10, -0.07, -0.17, 0.05, -0.14, -0.10, 0.09, 0.10, 0.10, 0.10, 0.07, -0.09, -0.08, -0.17, 0.05, -0.16, -0.07, 0.11, 0.10, 0.10, 0.10, 0.10, 0.51, -1.06, 0.50, 0.03, -0.01, 0.53, -1.00, 0.51, 0.03, 0.01], "max_force_ha_per_bohr": 0.029, "gap_ev": 10.24, "smiles": "c1ccncc1.c1ccncc1.ClCCl.ClCCl", "relative_energy_kj_mol": 0.00, "homo_energy_ev": -9.682, "energy_ha": -2415.91447}


4.
{"formula": "C3H9S", "method": "ωB97M-V/def2-TZVPD", "elements": ["S", "H", "C", "C", "C", "H", "H", "H", "H", "H", "H", "H", "H"], "coordinates": [[-4.21, 0.26, -2.91], [-3.56, -0.91, -2.79], [1.57, 0.03, 1.49], [0.42, 0.59, 0.64], [0.01, -0.35, -0.51], [1.87, 0.74, 2.27], [2.47, -0.04, 0.86], [1.33, -0.96, 1.88], [0.72, 1.55, 0.19], [-0.43, 0.86, 1.27], [0.64, -0.13, -1.38], [0.20, -1.39, -0.23], [-1.04, -0.24, -0.77]], "lowdin_charge": [-0.48, -0.52, -0.59, -0.41, -0.16, -0.06, -0.03, -0.02, 0.06, 0.07, 0.05, 0.04, 0.05], "max_force_ha_per_bohr": 0.016, "gap_ev": [3.13, 7.27], "relative_energy_kj_mol": 0.00, "charge": -2, "homo_energy_ev": [3.642, -0.524], "spin_multiplicity": 2, "energy_ha": -517.77411}